Entry 1:
14
Properties=species:S:1:pos:R:3:mulliken_charge:R:1 method="wB97M-V/def2-TZVPD" charge=0 de_lowest_kj_mol=263.5 e_homo_ev=-8.88 gap_ev=7.559 e_lumo_ev=-1.32 smiles="O=C(S)C/C=C/C=S" total_energy_ev=-28997.2251
C -1.548 -1.277 0.850 0.511
C -0.092 -1.391 1.203 -0.399
C 0.578 -0.485 0.191 -0.416
C 1.508 0.372 0.616 0.260
C 2.162 1.294 -0.266 -0.543
H -1.270 1.068 0.967 0.188
H 0.022 -0.776 2.130 0.273
H 0.255 -2.442 1.519 0.271
H 0.186 -0.491 -0.972 0.292
H 1.929 0.366 1.722 0.203
H 2.807 2.022 0.226 0.281
O -2.185 -2.339 0.676 -0.543
S -2.288 0.166 0.288 -0.165
S 2.157 1.577 -1.949 -0.212

Entry 2:
85
Properties=species:S:1:pos:R:3:mulliken_charge:R:1 method="wB97M-V/def2-TZVPD" charge=+3 de_lowest_kj_mol=30.2 e_homo_ev="-17.59 / -17.30" multiplicity=2 gap_ev="6.730 / 6.690" e_lumo_ev="-10.86 / -10.61" total_energy_ev=-81856.7116
Re 1.551 -0.702 -0.564 0.295
C 1.446 -0.983 4.468 -1.581
C 2.150 -1.050 3.155 0.789
C 3.285 -0.280 2.901 -0.525
C 4.006 -0.366 1.704 -0.636
C 3.661 -1.311 0.759 -0.245
C 2.492 -2.092 0.963 -1.103
C 1.737 -1.925 2.147 -0.171
H 0.410 -1.300 4.376 0.124
H 1.477 0.024 4.885 0.474
H 1.941 -1.643 5.185 0.424
H 3.635 0.407 3.663 0.508
H 4.889 0.245 1.570 0.526
H 4.313 -1.527 -0.074 0.801
H 2.351 -3.020 0.415 0.841
H 0.856 -2.539 2.295 0.411
C -0.595 2.838 0.480 -1.413
C 0.208 1.878 1.334 1.342
C 1.648 2.317 1.486 -1.436
C -0.461 1.682 2.680 -1.365
O 0.236 0.481 0.635 2.190
Si -1.224 -0.420 0.531 -3.073
S -0.304 -1.850 -0.847 -0.622
O -2.425 0.320 -0.156 1.289
C -3.207 0.599 -1.372 1.508
C -3.857 -0.707 -1.797 -1.556
C -4.241 1.635 -0.974 -1.621
C -2.256 1.126 -2.430 -1.208
O -1.489 -1.139 1.923 0.723
C -2.666 -1.761 2.595 1.434
C -2.237 -1.968 4.034 -1.780
C -2.925 -3.077 1.884 -1.453
C -3.849 -0.819 2.500 -1.318
H -0.569 3.807 0.978 0.595
H -1.635 2.534 0.409 0.270
H -0.183 2.938 -0.519 -0.201
H 1.658 3.379 1.728 0.608
H 2.221 2.182 0.570 0.146
H 2.139 1.794 2.303 0.171
H -0.373 2.620 3.231 0.598
H 0.012 0.894 3.262 0.088
H -1.524 1.464 2.586 0.215
H -4.510 -1.091 -1.014 0.335
H -3.105 -1.462 -2.035 0.232
H -4.463 -0.547 -2.688 0.544
H -4.890 1.250 -0.189 0.368
H -4.860 1.888 -1.833 0.463
H -3.763 2.548 -0.620 0.346
H -1.487 0.387 -2.668 0.135
H -1.774 2.040 -2.089 0.120
H -2.805 1.344 -3.345 0.728
H -1.356 -2.608 4.087 0.336
H -3.034 -2.462 4.588 0.515
H -2.028 -1.016 4.521 0.372
H -2.049 -3.725 1.927 0.288
H -3.201 -2.911 0.841 0.240
H -3.753 -3.601 2.361 0.519
H -3.639 0.129 2.996 0.326
H -4.707 -1.271 2.997 0.573
H -4.125 -0.627 1.466 0.139
C 1.073 -2.112 -4.032 -0.758
S 2.400 -2.858 -3.093 0.364
C 1.615 -4.351 -2.503 -0.876
O 2.660 -1.899 -1.871 -0.509
H 1.013 -2.650 -4.979 0.555
H 1.358 -1.081 -4.231 0.261
H 0.128 -2.169 -3.496 0.194
H 1.603 -5.016 -3.370 0.506
H 0.607 -4.176 -2.140 0.239
H 2.257 -4.794 -1.744 0.382
C 0.352 3.986 -3.943 -0.807
C 1.378 4.159 -2.821 -0.615
C 2.049 2.868 -2.477 0.090
N 1.487 1.867 -1.897 -0.413
N 2.346 0.800 -1.722 1.041
C 3.563 1.009 -2.251 0.066
N 4.544 0.113 -2.274 -0.230
S 3.722 2.593 -2.893 -0.110
H -0.100 4.947 -4.179 0.391
H -0.438 3.299 -3.647 0.067
H 0.820 3.606 -4.850 0.363
H 0.908 4.540 -1.911 0.244
H 2.136 4.888 -3.110 0.505
H 4.330 -0.852 -2.067 0.142
H 5.430 0.331 -2.705 0.269